# 1
{"formula": "C24H33N5O6", "method": "ωB97M-V/def2-TZVPD", "largest_force_ev_per_a": 0.96, "energy_ha": -1659.71682, "de_lowest_kj_mol": 8.71, "smiles": "CCOC(=O)c1ccc(NC(=O)c2nc[nH]c2C(=O)NCCCCCNC(=O)OC(C)(C)C)cc1", "e_homo_ha": -0.3259, "lumo_energy_ev": -0.13, "homo_lumo_gap_ev": 8.74, "symbols": ["C", "C", "O", "C", "O", "C", "C", "C", "C", "N", "C", "O", "C", "N", "C", "N", "C", "C", "O", "N", "C", "C", "C", "C", "C", "N", "C", "O", "O", "C", "C", "C", "C", "C", "C", "H", "H", "H", "H", "H", "H", "H", "H", "H", "H", "H", "H", "H", "H", "H", "H", "H", "H", "H", "H", "H", "H", "H", "H", "H", "H", "H", "H", "H", "H", "H", "H", "H"], "coordinates": [[7.0505, 0.6623, -0.1985], [6.7081, -0.7752, 0.1454], [5.2964, -0.9402, 0.0203], [4.8074, -2.1497, 0.3223], [5.4984, -3.0740, 0.6797], [3.3362, -2.2137, 0.1674], [2.6006, -1.1230, -0.2847], [1.2301, -1.1994, -0.4145], [0.5665, -2.3765, -0.0732], [-0.8168, -2.5110, -0.1463], [-1.7671, -1.5654, -0.3178], [-1.5513, -0.3666, -0.4776], [-3.1161, -2.1406, -0.2719], [-3.2657, -3.4910, -0.1028], [-4.5482, -3.7191, -0.0918], [-5.2534, -2.5813, -0.2426], [-4.3696, -1.5502, -0.3610], [-4.9449, -0.1896, -0.5165], [-6.1620, -0.0629, -0.5145], [-4.0623, 0.8036, -0.6561], [-4.4690, 2.1831, -0.7777], [-4.3228, 2.9779, 0.5252], [-2.8788, 3.0715, 1.0297], [-2.5046, 1.9417, 1.9888], [-1.0110, 1.9450, 2.3164], [-0.2152, 1.7253, 1.1339], [0.7266, 2.5983, 0.7227], [1.0913, 3.5613, 1.3571], [1.1999, 2.2162, -0.4852], [2.2344, 2.9856, -1.1374], [3.5131, 2.9832, -0.2986], [1.7552, 4.4161, -1.3922], [2.4613, 2.2650, -2.4683], [1.3039, -3.4807, 0.3631], [2.6736, -3.4001, 0.4806], [6.7364, 0.8889, -1.2140], [6.5437, 1.3417, 0.4817], [8.1230, 0.8117, -0.1164], [7.0042, -1.0236, 1.1709], [7.2076, -1.4791, -0.5304], [3.1085, -0.2063, -0.5337], [0.6852, -0.3467, -0.7812], [-1.1981, -3.4416, 0.0052], [-4.9919, -4.6875, 0.0233], [-6.2528, -2.4327, -0.2699], [-3.0665, 0.5854, -0.6410], [-5.5194, 2.1831, -1.0820], [-3.8673, 2.6502, -1.5624], [-4.9533, 2.5246, 1.2920], [-4.7076, 3.9802, 0.3298], [-2.7353, 4.0213, 1.5485], [-2.1962, 3.0619, 0.1780], [-2.7613, 0.9761, 1.5511], [-3.0683, 2.0479, 2.9177], [-0.7038, 2.9080, 2.7320], [-0.7949, 1.1610, 3.0530], [-0.5093, 0.9931, 0.5007], [3.3352, 3.4871, 0.6474], [4.3040, 3.5015, -0.8342], [3.8322, 1.9628, -0.0971], [1.5782, 4.9235, -0.4482], [2.5091, 4.9619, -1.9526], [0.8298, 4.4030, -1.9644], [3.2080, 2.7947, -3.0526], [1.5324, 2.2257, -3.0312], [2.8012, 1.2473, -2.2977], [0.7888, -4.3972, 0.6129], [3.2543, -4.2439, 0.8204]]}

***

# 2
{"formula": "C24H34BaN3O4SSb2", "method": "ωB97M-V/def2-TZVPD", "largest_force_ev_per_a": 0.88, "energy_ha": -2304.49627, "de_lowest_kj_mol": 20.43, "total_charge": -1, "e_homo_ha": -0.1665, "lumo_energy_ev": 2.38, "homo_lumo_gap_ev": 6.91, "symbols": ["Ba", "N", "C", "S", "N", "N", "C", "C", "C", "C", "C", "C", "C", "O", "H", "H", "H", "H", "H", "H", "H", "C", "Sb", "C", "C", "C", "C", "C", "C", "C", "C", "C", "Sb", "C", "C", "H", "H", "H", "H", "H", "H", "H", "H", "H", "H", "H", "H", "H", "H", "H", "H", "H", "H", "H", "H", "C", "C", "C", "O", "C", "O", "O", "H", "H", "H", "H", "H", "H", "H"], "coordinates": [[0.4872, -0.4044, 0.2543], [-1.8680, -0.7256, 3.8737], [-1.0128, 0.0541, 3.1298], [-1.7040, 1.0584, 1.8954], [0.2561, -0.1210, 3.4059], [1.1153, 0.8076, 2.8682], [2.3508, 0.4476, 2.8427], [2.9364, -0.8599, 3.2029], [4.0039, -0.8674, 4.1005], [4.6164, -2.0408, 4.5050], [4.1561, -3.2434, 3.9703], [3.1330, -3.2660, 3.0469], [2.4973, -2.0784, 2.6031], [1.6078, -2.1143, 1.6637], [-2.7417, -0.9479, 3.4288], [-1.4060, -1.4877, 4.3481], [3.0500, 1.2398, 2.5685], [4.3391, 0.0832, 4.5058], [5.4282, -2.0243, 5.2208], [4.6183, -4.1771, 4.2739], [2.7916, -4.1992, 2.6153], [2.9258, 4.2832, 1.0789], [2.2661, 2.7840, -0.3021], [1.6864, 4.2143, -1.7854], [4.2679, 2.3160, -1.0816], [4.4949, 2.7349, -2.4966], [4.8502, 4.0623, -2.7451], [4.9989, 4.5575, -4.0294], [4.7934, 3.7116, -5.1085], [4.4747, 2.3835, -4.8792], [4.3345, 1.8627, -3.5905], [4.0297, 0.4051, -3.4392], [1.9705, -0.0186, -2.8416], [1.0369, 1.0187, -4.4572], [1.8401, -1.9707, -3.6934], [3.5931, 4.9713, 0.5586], [3.4415, 3.8400, 1.9290], [2.0595, 4.8279, 1.4523], [2.4950, 4.9186, -1.9716], [0.8280, 4.7467, -1.3730], [1.3943, 3.7482, -2.7240], [4.4065, 1.2453, -0.9360], [4.9510, 2.8408, -0.4124], [5.0043, 4.7215, -1.8968], [5.2698, 5.5944, -4.1836], [4.8945, 4.0772, -6.1226], [4.3393, 1.7133, -5.7207], [4.6528, -0.0540, -2.6681], [4.2222, -0.1138, -4.3782], [1.3755, 0.6204, -5.4132], [1.2577, 2.0840, -4.4144], [-0.0341, 0.8519, -4.3513], [2.3098, -1.9934, -4.6766], [0.7782, -2.2040, -3.7786], [2.3226, -2.6990, -3.0424], [-2.1773, -3.9111, -1.1441], [-2.3814, -2.4060, -1.1296], [-3.8475, -2.0375, -1.3086], [-1.9264, -1.9554, 0.1572], [-1.5683, -1.7679, -2.2964], [-1.7722, -2.1971, -3.4323], [-0.7550, -0.8406, -1.9760], [-2.7843, -4.3734, -0.3632], [-1.1312, -4.1521, -0.9457], [-2.4476, -4.3159, -2.1168], [-4.4514, -2.5037, -0.5266], [-4.1979, -2.3690, -2.2846], [-3.9792, -0.9534, -1.2505], [-2.3833, -1.1301, 0.3868]]}

***

# 3
{"formula": "C24H34ClF3N3O2PS", "method": "ωB97M-V/def2-TZVPD", "largest_force_ev_per_a": 1.66, "energy_ha": -2748.91287, "smiles": "CCC[C@@H](C)[PH2](CCCCl)S(=O)(=O)C(F)(F)F.c1ccncc1.c1ccncc1.c1ccncc1", "e_homo_ha": -0.3323, "lumo_energy_ev": 0.31, "homo_lumo_gap_ev": 9.35, "symbols": ["C", "C", "C", "C", "C", "P", "C", "C", "C", "Cl", "S", "O", "O", "C", "F", "F", "F", "H", "H", "H", "H", "H", "H", "H", "H", "H", "H", "H", "H", "H", "H", "H", "H", "H", "H", "H", "C", "C", "C", "N", "C", "C", "H", "H", "H", "H", "H", "C", "C", "C", "N", "C", "C", "H", "H", "H", "H", "H", "C", "C", "C", "N", "C", "C", "H", "H", "H", "H", "H"], "coordinates": [[2.3606, 1.8072, -3.6067], [2.3250, 0.3861, -3.0307], [0.9016, -0.0333, -2.6664], [0.7280, -1.3106, -1.8067], [1.8946, -2.3016, -1.8939], [0.0925, -0.9747, -0.0701], [1.6003, -1.0562, 0.9724], [2.7113, -0.0375, 0.6540], [2.2187, 1.3792, 0.4082], [3.5863, 2.4483, 0.0183], [-1.0344, -0.5196, 1.9595], [-0.6837, 0.7959, 2.4753], [-0.9351, -1.6507, 2.8771], [-2.8646, -0.4515, 1.5372], [-3.3304, -1.6858, 1.2917], [-3.0370, 0.2663, 0.4054], [-3.5881, 0.0957, 2.5146], [1.5448, 1.9614, -4.3180], [3.3128, 2.0219, -4.0904], [2.2279, 2.5401, -2.8037], [2.7420, -0.3093, -3.7639], [2.9831, 0.3684, -2.1589], [0.3578, -0.1890, -3.6045], [0.4095, 0.8251, -2.1914], [-0.1144, -1.8453, -2.2660], [1.9226, -2.7497, -2.8902], [1.7499, -3.1319, -1.1939], [2.8648, -1.8519, -1.6970], [-0.4522, 0.2734, -0.4205], [-0.7384, -2.1082, -0.0654], [1.9846, -2.0784, 0.9386], [1.3151, -0.8925, 2.0148], [3.3426, -0.0038, 1.5484], [3.3523, -0.3724, -0.1608], [1.7376, 1.7827, 1.3011], [1.5163, 1.4543, -0.4208], [-4.3746, -0.3691, -5.0945], [-3.0953, -0.2685, -5.6161], [-2.0890, -1.0352, -5.0485], [-2.2813, -1.8622, -4.0219], [-3.5163, -1.9459, -3.5298], [-4.5915, -1.2263, -4.0281], [-5.1874, 0.2121, -5.5098], [-2.8772, 0.3919, -6.4439], [-1.0753, -0.9791, -5.4307], [-3.6494, -2.6253, -2.6952], [-5.5726, -1.3370, -3.5879], [2.8770, -4.0672, 4.8727], [1.7304, -3.3943, 4.4831], [1.6722, -2.0192, 4.6631], [2.6723, -1.3063, 5.1849], [3.7670, -1.9666, 5.5561], [3.9196, -3.3389, 5.4235], [2.9567, -5.1402, 4.7527], [0.8875, -3.9159, 4.0499], [0.7897, -1.4692, 4.3659], [4.5622, -1.3641, 5.9817], [4.8332, -3.8206, 5.7442], [-2.4455, 3.3649, 1.7156], [-3.5476, 4.0788, 1.2726], [-3.5467, 5.4572, 1.4270], [-2.5435, 6.1356, 1.9792], [-1.4930, 5.4353, 2.4015], [-1.3943, 4.0552, 2.2941], [-2.3962, 2.2941, 1.6243], [-4.3925, 3.5795, 0.8173], [-4.3911, 6.0503, 1.0925], [-0.6915, 6.0114, 2.8509], [-0.5203, 3.5325, 2.6572]]}

***

# 4
{"formula": "C24H34F17N3O8PS2", "method": "ωB97M-V/def2-TZVPD", "largest_force_ev_per_a": 8.81, "energy_ha": -4535.81981, "total_charge": 1, "e_homo_ha": -0.4295, "lumo_energy_ev": -6.04, "homo_lumo_gap_ev": 5.64, "symbols": ["C", "C", "C", "O", "C", "O", "C", "S", "N", "C", "N", "N", "F", "C", "C", "P", "O", "C", "C", "C", "C", "O", "O", "C", "O", "C", "S", "H", "H", "H", "H", "H", "H", "H", "H", "H", "H", "H", "H", "H", "H", "H", "H", "H", "H", "H", "H", "H", "H", "H", "H", "H", "H", "C", "C", "C", "F", "F", "F", "F", "O", "C", "C", "F", "F", "F", "F", "H", "H", "H", "H", "C", "C", "C", "F", "F", "F", "F", "O", "C", "C", "F", "F", "F", "F", "H", "H", "H", "H"], "coordinates": [[8.2523, 2.2548, -2.1934], [8.2666, 1.1842, -3.4358], [7.2197, 1.5893, -4.6712], [6.3801, 2.7531, -4.3314], [5.2779, 2.9257, -5.3097], [5.4209, 2.5238, -6.5772], [3.8890, 3.6253, -4.6980], [2.4579, 2.4249, -4.5369], [2.7230, 1.2377, -3.2854], [3.9065, 0.3241, -3.5918], [4.8706, 0.2207, -2.6159], [3.8749, -0.4149, -4.9109], [4.9291, -1.3036, -4.8219], [2.6609, -1.3064, -5.0603], [1.2825, -0.7128, -4.3842], [0.0397, 0.0144, -5.6726], [-1.2238, -0.9060, -5.9315], [1.5526, 0.2991, -3.0971], [0.1649, 1.0555, -2.5723], [0.3125, 1.0967, -0.9072], [-0.4107, -0.2078, -0.1812], [0.3165, -1.4741, -0.3664], [7.8894, -0.1730, -3.0121], [9.0327, -0.9364, -2.4893], [9.9626, -0.4657, -1.6531], [9.1784, -2.5424, -2.9223], [10.6378, -2.6705, -4.1460], [8.9256, 3.1758, -2.5406], [7.1877, 2.6007, -1.8470], [8.7903, 1.8317, -1.2159], [9.3609, 1.1782, -3.8916], [6.5642, 0.6608, -4.9506], [7.9075, 1.8359, -5.6022], [3.5981, 4.4596, -5.5001], [4.1254, 4.2312, -3.7027], [5.0445, -0.6952, -2.1088], [5.3708, 1.0997, -2.3361], [2.9115, -2.3053, -4.4566], [2.5144, -1.6706, -6.1862], [0.7209, -1.6574, -3.9175], [0.8011, 0.2466, -6.9057], [-0.4423, 1.3459, -5.2808], [1.8549, -0.4257, -2.1979], [-0.7724, 0.3866, -2.7859], [0.0120, 2.1213, -3.0297], [1.4512, 1.0561, -0.5638], [-0.2054, 2.0537, -0.4513], [-1.5132, -0.3429, -0.5751], [-0.4620, -0.0280, 0.9970], [1.3083, -1.3656, -0.2561], [8.2026, -2.9140, -3.4956], [9.3785, -3.1803, -1.9569], [10.6647, -1.5518, -4.9970], [-3.1579, -2.3536, 1.6805], [-3.0423, -2.7598, 3.1575], [-4.0309, -3.8297, 3.6063], [-5.3158, -3.4227, 3.4863], [-3.8492, -4.1281, 4.9210], [-3.1300, -1.6477, 3.9354], [-1.7743, -3.2438, 3.3459], [-3.8991, -1.1598, 1.4160], [-5.3106, -1.3298, 1.2987], [-6.0906, -0.5610, 2.3717], [-5.7583, -0.9756, 3.6215], [-7.4293, -0.7590, 2.2422], [-5.6037, -2.6517, 1.2789], [-5.6370, -0.8567, 0.0654], [-2.1408, -2.1191, 1.3429], [-3.4723, -3.1847, 1.0378], [-3.9021, -4.7562, 3.0367], [-5.8930, 0.5123, 2.3087], [-9.2035, 1.4055, 6.7968], [-9.3851, 0.3445, 7.8929], [-8.7745, 0.7066, 9.2417], [-7.4327, 0.8662, 9.1704], [-8.9904, -0.2856, 10.1469], [-8.9154, -0.8494, 7.4418], [-10.7329, 0.1695, 8.0672], [-8.1300, 1.1803, 5.8797], [-6.8531, 1.6532, 6.3050], [-5.8265, 0.5252, 6.4619], [-6.2248, -0.3850, 7.3878], [-4.6279, 1.0074, 6.8850], [-6.9998, 2.3932, 7.4295], [-6.4410, 2.5190, 5.3396], [-10.1044, 1.3633, 6.1722], [-9.1974, 2.4270, 7.1956], [-9.2155, 1.6239, 9.6461], [-5.6721, -0.0010, 5.5162]]}

***

# 5
{"formula": "C24H34N2O2", "method": "ωB97M-V/def2-TZVPD", "largest_force_ev_per_a": 0.61, "energy_ha": -1194.89593, "de_lowest_kj_mol": 170.31, "smiles": "CCOc1ccc(CN2CCN(CCCc3ccccc3)C[C@H]2CCO)cc1", "e_homo_ha": -0.3037, "lumo_energy_ev": 0.80, "homo_lumo_gap_ev": 9.06, "symbols": ["C", "C", "O", "C", "C", "C", "C", "C", "N", "C", "C", "N", "C", "C", "C", "C", "C", "C", "C", "C", "C", "C", "C", "C", "C", "O", "C", "C", "H", "H", "H", "H", "H", "H", "H", "H", "H", "H", "H", "H", "H", "H", "H", "H", "H", "H", "H", "H", "H", "H", "H", "H", "H", "H", "H", "H", "H", "H", "H", "H", "H", "H"], "coordinates": [[5.9278, 5.0033, 2.0621], [6.3521, 3.6731, 1.4454], [5.8482, 3.4917, 0.1387], [4.5397, 3.1546, -0.0443], [3.6275, 2.8520, 0.9615], [2.3287, 2.5047, 0.6355], [1.9058, 2.4426, -0.6842], [0.4803, 2.0795, -1.0054], [0.0420, 0.9371, -0.2167], [0.8037, -0.2415, -0.5919], [0.4684, -1.4146, 0.3156], [-0.9404, -1.7239, 0.1838], [-1.3343, -2.9078, 0.9266], [-0.8909, -4.1979, 0.2350], [-1.3441, -4.2418, -1.2298], [-2.8392, -4.1746, -1.3410], [-3.4721, -2.9796, -1.6582], [-4.8523, -2.9067, -1.7219], [-5.6202, -4.0310, -1.4704], [-4.9991, -5.2279, -1.1566], [-3.6189, -5.2973, -1.0922], [-1.7019, -0.5553, 0.5799], [-1.3816, 0.6417, -0.3230], [-2.2723, 1.8279, 0.0759], [-1.9323, 2.4260, 1.4459], [-2.4580, 1.7045, 2.5348], [2.8225, 2.7399, -1.6846], [4.1185, 3.0941, -1.3730], [6.2511, 5.8231, 1.4256], [4.8467, 5.0559, 2.1657], [6.3834, 5.1152, 3.0422], [7.4387, 3.6535, 1.3209], [6.0659, 2.8343, 2.0923], [3.9111, 2.8786, 2.0021], [1.6290, 2.2616, 1.4204], [-0.1478, 2.9380, -0.7564], [0.3797, 1.8875, -2.0898], [1.8663, -0.0044, -0.5084], [0.5919, -0.5302, -1.6385], [1.0616, -2.2796, 0.0148], [0.7277, -1.1535, 1.3576], [-2.4257, -2.9102, 0.9866], [-0.9401, -2.8901, 1.9588], [0.1953, -4.2951, 0.2745], [-1.3206, -5.0408, 0.7804], [-0.9797, -5.1665, -1.6836], [-0.8998, -3.3942, -1.7511], [-2.8716, -2.1025, -1.8478], [-5.3322, -1.9702, -1.9696], [-6.6980, -3.9757, -1.5203], [-5.5928, -6.1097, -0.9619], [-3.1393, -6.2352, -0.8485], [-2.7655, -0.7920, 0.4876], [-1.4919, -0.2729, 1.6235], [-1.6358, 0.3617, -1.3667], [-2.2030, 2.6134, -0.6778], [-3.3106, 1.4831, 0.0820], [-0.8510, 2.4209, 1.5895], [-2.2900, 3.4664, 1.4842], [-3.4138, 1.6368, 2.4317], [2.5192, 2.6952, -2.7209], [4.8338, 3.3250, -2.1466]]}

***

# 6
{"formula": "C24H34N4O3S", "method": "ωB97M-V/def2-TZVPD", "largest_force_ev_per_a": 14.68, "energy_ha": -1776.99512, "de_lowest_kj_mol": 2366.25, "e_homo_ha": -0.2547, "lumo_energy_ev": 0.46, "homo_lumo_gap_ev": 7.39, "symbols": ["C", "H", "H", "C", "C", "H", "H", "C", "N", "C", "C", "H", "H", "H", "H", "H", "C", "H", "C", "C", "N", "C", "O", "C", "C", "C", "C", "N", "N", "C", "C", "C", "C", "C", "C", "C", "H", "H", "O", "C", "H", "H", "H", "O", "C", "H", "H", "H", "H", "C", "H", "H", "H", "S", "H", "H", "H", "H", "H", "H", "H", "H", "H", "H", "H", "H"], "coordinates": [[3.8111, 1.3583, 2.8633], [4.7062, 1.5978, 2.5551], [2.9795, 1.7604, 2.1822], [3.5707, -0.2342, 2.8147], [3.8497, -0.9351, 1.2720], [3.3150, -0.4025, 0.6914], [5.1137, -0.4968, 1.1305], [3.6773, -2.4973, 1.5019], [3.6440, -3.1003, 0.1945], [3.1483, -4.3432, 0.2248], [2.5909, -4.9167, -0.8414], [3.3271, -5.0372, -1.7734], [2.1505, -5.8996, -1.1144], [1.7363, -4.1857, -1.2475], [2.3456, -4.5114, 0.9834], [4.1100, -4.9788, 0.5999], [4.9194, -2.7639, -0.7087], [5.8343, -2.7035, 0.0850], [4.7588, -1.7127, -1.4820], [3.7908, -1.6501, -2.4447], [2.4805, -1.5998, -1.8440], [1.7861, -0.4635, -1.9681], [1.7491, 0.2331, -2.9636], [0.6275, -0.2559, -1.0737], [-0.6886, 0.2750, -1.2592], [-1.5575, 0.4891, -0.2761], [-1.0603, -0.4356, 0.4967], [-2.0863, -0.5453, 1.7940], [-2.8505, 0.4378, 1.3814], [-2.6873, 1.0608, 0.2045], [-3.6451, 1.9128, -0.2506], [-4.8036, 2.1724, 0.2766], [-5.6777, 3.2461, -0.1193], [-5.3213, 3.8799, -1.5064], [-4.1367, 3.5697, -2.1023], [-3.3611, 2.6300, -1.3283], [-2.5047, 2.2784, -2.1167], [-3.8042, 4.2699, -2.8696], [-6.2660, 4.7789, -1.7526], [-5.9286, 5.4513, -2.8510], [-5.9564, 4.9644, -3.8829], [-4.9143, 6.1731, -2.8133], [-6.7987, 6.1042, -3.1721], [-6.7440, 3.6164, 0.3038], [-7.1375, 2.8378, 1.6791], [-6.5671, 3.2537, 2.3494], [-7.3198, 1.9879, 1.4226], [-8.1996, 3.5359, 1.7882], [-5.0597, 1.6728, 1.3142], [-1.9091, -1.3360, 2.9299], [-1.2267, -1.0958, 3.5075], [-2.0647, -2.3948, 2.6217], [-3.1697, -1.0536, 3.3964], [0.3874, -1.1615, 0.2605], [-0.6161, 1.3218, -2.2469], [2.4901, -1.8449, -0.7812], [3.6769, -2.7397, -3.1220], [3.9019, -0.9277, -3.2495], [5.7953, -1.7327, -2.0335], [4.9082, -0.4212, -0.9571], [4.9579, -3.8025, -1.2395], [2.7779, -2.4874, 2.0375], [4.4549, -2.8636, 2.1078], [4.4745, -0.6784, 3.6125], [2.6189, -0.4143, 3.0528], [3.5967, 1.7539, 3.7558]]}